Record 1
This record from the Open Molecules 2025 dataset describes a 2-piece molecular cluster, C3H11N3O overall in a non-equilibrium geometry. The level of theory is ωB97M-V/def2-TZVPD.

Geometry as XYZ:
```
18
Properties=species:S:1:pos:R:3:forces:R:3:mulliken_charge:R:1
C 2.377 1.081 -0.813 0.02 0.33 -0.41 -1.196
C 0.971 0.703 -1.285 0.55 -1.01 0.71 -0.458
N 0.449 -0.456 -0.510 -1.18 1.83 -0.49 -0.339
C -0.210 -0.225 0.699 0.88 1.39 0.03 0.570
N -1.402 0.478 0.456 -0.20 -0.23 -0.57 -0.525
N 0.349 -0.509 1.812 -0.84 -1.41 -0.14 -0.698
H 2.311 1.245 0.248 0.09 0.27 0.56 0.357
H 2.669 2.010 -1.308 0.09 0.04 0.12 0.329
H 3.196 0.376 -0.960 -0.34 -0.35 -0.29 0.348
H 0.386 1.587 -1.049 -0.43 -0.03 -0.55 0.320
H 0.939 0.383 -2.323 -0.09 0.59 -0.21 0.313
H 1.170 -1.101 -0.455 1.30 -1.57 0.70 0.278
H -1.303 0.866 -0.465 -0.64 -0.23 -0.53 0.254
H -1.758 1.226 1.029 0.53 -0.32 0.88 0.231
H -0.361 -0.656 2.531 0.18 0.69 0.23 0.239
H -3.371 -3.130 1.050 -0.16 0.60 0.69 0.312
H -3.231 -1.502 0.851 -0.11 0.12 0.90 0.316
O -3.181 -2.378 0.491 0.35 -0.70 -1.65 -0.650
```
Forces are in eV/Å.

Output
- molar mass (Da) = 105.1
- charge = 0
- LUMO level (eV) = 0.86
- E_HOMO (Eh) = -0.3352
- frontier orbital gap (hartree) = 0.3667
- total energy (eV) = -9806.61825
- largest force on an atom (eV/A) = 2.2
- SMILES = [H]/N=C(\N)NCC.O

Record 2
This record from the Open Molecules 2025 dataset describes H2OSn as an isolated structure in a non-equilibrium geometry. The level of theory is ωB97M-V/def2-TZVPD.

Geometry as XYZ:
```
4
Properties=species:S:1:pos:R:3:forces:R:3:mulliken_charge:R:1
Sn -1.729 1.538 0.234 -1.73 1.41 0.09 2.012
O 0.298 -0.544 -0.350 -1.59 0.01 -1.34 -0.063
H 0.335 -0.977 0.503 0.36 -2.35 2.14 0.525
H 1.097 -0.018 -0.387 2.95 0.93 -0.89 0.525
```
Forces are in eV/Å.

Output
- molar mass (Da) = 136.7
- spin multiplicity = 2
- charge = +3
- LUMO level (spin up / spin down) (eV) = -19.13 / -23.34
- E_HOMO (spin up / spin down) (Eh) = -1.2276 / -1.2317
- frontier orbital gap (spin up / spin down) (hartree) = 0.5246 / 0.3741
- total energy (eV) = -7866.14191
- ⟨S²⟩ = 0.753
- largest force on an atom (eV/A) = 3.2

Record 3
This record from the Open Molecules 2025 dataset describes a 6-piece molecular cluster, C51H110F3N5O3 overall in a non-equilibrium geometry. The level of theory is ωB97M-V/def2-TZVPD.

Geometry as XYZ:
```
172
Properties=species:S:1:pos:R:3:forces:R:3:mulliken_charge:R:1
C -7.093 -3.299 7.417 -0.02 -0.30 0.39 -1.388
C -5.851 -2.868 6.642 -0.24 -0.66 0.17 -0.537
C -5.403 -3.882 5.582 0.25 -0.31 0.68 -0.591
C -4.015 -3.441 5.083 -1.63 -0.86 -0.54 -1.161
N -3.685 -4.004 3.699 0.57 0.39 0.93 0.372
C -2.309 -3.494 3.320 -0.39 0.51 -0.52 -0.827
C -2.517 -2.055 2.843 -0.74 0.38 -0.57 0.244
C -3.979 -1.982 2.358 -1.05 0.08 0.33 -0.890
C -4.570 -3.352 2.706 -0.95 -0.08 -2.17 -0.635
C -3.790 -5.519 3.646 -0.08 0.37 0.06 -0.756
C -2.842 -6.204 4.619 -0.07 0.61 0.30 -0.010
C -2.853 -7.725 4.587 0.27 0.13 -1.00 -1.424
H -7.910 -3.720 6.829 -0.04 0.46 -0.28 0.347
H -7.430 -2.468 8.034 -0.29 -0.01 -0.15 0.380
H -6.859 -4.098 8.126 0.24 0.03 -0.06 0.365
H -5.064 -2.848 7.402 0.20 0.43 -0.20 0.290
H -5.959 -1.873 6.207 -0.04 0.02 0.00 0.390
H -6.147 -4.096 4.813 -0.03 0.55 -0.15 0.489
H -5.310 -4.840 6.105 0.13 -0.04 -0.07 0.324
H -3.324 -3.832 5.820 0.60 0.54 -0.24 0.580
H -4.038 -2.364 4.940 0.47 0.08 0.32 0.575
H -1.982 -4.093 2.470 0.16 -0.24 0.24 0.385
H -1.628 -3.529 4.164 -0.02 -0.41 0.01 0.490
H -1.926 -1.848 1.952 0.56 0.13 0.41 -0.598
H -2.343 -1.325 3.628 0.29 0.03 -0.10 0.469
H -4.132 -1.692 1.316 0.54 -0.70 -0.26 0.340
H -4.639 -1.221 2.784 0.65 0.10 0.79 0.403
H -4.642 -4.006 1.830 0.67 -0.05 0.01 0.467
H -5.634 -3.266 2.918 0.22 -0.16 1.10 0.423
H -3.557 -5.783 2.614 -0.21 -0.10 -0.03 0.483
H -4.842 -5.680 3.872 0.03 -0.51 -0.15 0.524
H -3.099 -5.838 5.615 0.18 -0.20 0.12 0.227
H -1.837 -5.843 4.379 0.08 -0.10 0.21 0.117
H -3.853 -8.136 4.700 0.06 -0.10 0.25 0.359
H -2.141 -8.146 5.292 -0.30 0.07 0.36 0.389
H -2.467 -8.047 3.614 -0.24 -0.09 -0.05 0.346
C -0.358 7.165 2.850 0.29 0.12 -0.37 -1.408
C 1.062 7.159 2.297 0.26 0.08 -0.38 0.186
C 1.109 7.537 0.803 0.76 -1.08 -0.42 -0.373
C 2.397 6.898 0.259 -0.31 0.26 0.08 -0.851
N 2.632 7.114 -1.213 0.09 -0.16 -0.42 0.594
C 4.016 6.631 -1.619 -0.36 -0.08 0.02 -0.444
C 4.551 7.603 -2.680 0.86 -0.30 0.90 -0.711
C 3.497 8.696 -2.837 0.04 -0.72 -0.68 -0.754
C 2.668 8.598 -1.580 -0.43 0.14 0.93 -0.820
C 1.530 6.437 -2.000 0.11 0.18 -0.52 -1.457
C 1.214 4.996 -1.602 -1.00 -0.18 -0.07 0.401
C 0.615 4.196 -2.756 0.66 0.12 -1.49 -1.210
H -0.977 6.476 2.272 -0.07 0.20 -0.17 0.338
H -0.701 8.191 2.719 -0.53 -0.15 0.29 0.369
H -0.465 6.833 3.879 0.29 0.32 0.15 0.416
H 1.533 6.173 2.393 -0.22 -0.01 0.05 -0.300
H 1.745 7.852 2.794 -0.26 0.01 0.37 0.395
H 1.080 8.602 0.581 -0.17 0.08 0.34 0.385
H 0.318 7.029 0.249 -0.41 0.29 0.25 0.308
H 2.290 5.828 0.412 0.19 -0.11 -0.12 -0.041
H 3.291 7.202 0.803 -0.03 0.32 -0.13 0.605
H 3.985 5.596 -1.953 -0.18 -0.05 0.19 0.316
H 4.582 6.724 -0.696 0.27 -0.28 -0.14 0.455
H 4.904 7.128 -3.592 -0.47 -0.07 -0.15 0.349
H 5.470 7.959 -2.208 -0.06 0.56 -0.33 0.330
H 2.843 8.449 -3.676 0.09 0.10 -0.11 0.326
H 3.981 9.634 -3.090 -0.34 0.31 0.46 0.446
H 1.629 8.908 -1.664 0.08 0.21 -0.23 0.487
H 3.058 9.092 -0.689 0.37 0.14 -0.24 0.506
H 1.782 6.500 -3.060 0.34 -0.04 0.09 0.563
H 0.668 7.092 -1.889 -0.17 -0.22 0.10 0.532
H 0.366 5.027 -0.911 0.47 -0.01 0.60 0.158
H 2.050 4.485 -1.127 0.08 -0.02 -0.11 0.028
H 0.382 3.155 -2.554 -0.41 0.21 0.68 -0.132
H 1.260 4.083 -3.638 0.37 0.43 0.23 0.486
H -0.248 4.733 -3.154 -0.26 -0.25 0.21 0.489
C 7.419 -5.188 1.025 -0.26 1.25 -1.00 -1.177
C 6.800 -4.081 0.145 0.03 -0.06 0.61 -0.806
C 5.455 -3.549 0.653 -1.15 1.24 -1.39 -0.378
C 4.302 -4.544 0.443 1.80 0.02 0.35 -1.017
N 2.937 -3.971 0.405 -3.60 -0.37 -0.19 1.148
C 2.549 -3.050 1.592 2.12 -0.30 0.41 -0.587
C 1.298 -3.541 2.272 -0.32 -0.98 -0.51 0.056
C 1.384 -5.057 2.023 -0.15 0.33 0.11 -0.942
C 1.893 -5.075 0.598 0.82 -2.19 -0.32 -0.824
C 2.620 -3.285 -0.949 1.90 -0.51 1.43 -0.916
C 2.687 -4.199 -2.155 -1.37 -0.64 -0.22 -0.260
C 2.559 -3.382 -3.432 -0.09 1.00 0.05 -1.185
H 8.439 -5.360 0.692 -0.01 -0.25 0.06 0.415
H 6.830 -6.095 0.910 0.13 -0.19 0.59 0.290
H 7.459 -4.729 2.011 -0.06 -0.75 0.36 0.301
H 6.635 -4.386 -0.892 0.23 -0.14 0.01 0.388
H 7.484 -3.232 0.123 0.01 -0.01 -0.10 0.458
H 5.194 -2.780 -0.095 0.27 0.21 0.16 0.142
H 5.442 -2.966 1.575 0.32 -0.66 0.40 0.492
H 4.367 -5.378 1.142 -0.41 0.07 0.13 0.583
H 4.548 -4.917 -0.548 -0.53 -0.43 0.01 0.207
H 2.593 -1.998 1.322 -0.01 -0.05 -0.24 -0.025
H 3.394 -3.332 2.225 -0.19 0.80 0.55 0.495
H 0.388 -3.216 1.760 0.07 0.37 0.08 -0.374
H 1.237 -3.280 3.325 0.19 0.23 -0.04 0.719
H 0.414 -5.535 2.159 -0.04 -0.03 -0.40 0.406
H 2.049 -5.640 2.663 0.25 0.52 0.21 0.390
H 1.109 -5.070 -0.154 -0.03 0.69 0.04 0.436
H 2.428 -6.010 0.418 -0.14 -0.01 -0.17 0.409
H 3.447 -2.574 -0.900 -0.56 0.66 -0.83 0.052
H 1.634 -2.854 -0.803 0.12 0.38 -0.21 0.584
H 1.822 -4.869 -2.078 -0.08 0.10 -0.19 0.320
H 3.499 -4.918 -2.236 0.47 0.49 0.26 0.386
H 1.801 -2.591 -3.351 -0.20 -0.23 0.27 0.033
H 2.269 -3.961 -4.304 0.39 -0.21 0.01 0.485
H 3.466 -2.799 -3.606 0.16 -0.37 -0.30 0.370
C -6.156 1.816 -2.305 -0.62 -0.16 -0.10 -1.494
C -4.695 1.436 -2.391 0.65 -0.69 0.02 0.171
C -4.263 0.761 -3.692 -0.06 1.06 -0.70 -0.733
C -2.846 0.212 -3.578 -1.58 -0.80 -0.48 -0.590
N -2.451 -0.566 -4.812 0.68 0.10 -0.35 1.177
C -3.349 -1.741 -5.114 -0.55 -0.17 -0.68 -0.671
C -2.454 -2.955 -5.449 -1.08 0.19 0.31 -0.758
C -1.017 -2.460 -5.416 0.02 0.94 -0.73 -0.652
C -1.096 -1.180 -4.595 0.45 -0.48 1.77 -0.799
C -2.388 0.292 -6.080 0.14 -0.45 0.75 -1.095
C -1.427 1.460 -6.002 0.63 0.97 -0.34 0.104
C -1.972 2.612 -6.844 -0.92 0.41 0.25 -1.633
H -6.402 2.038 -1.268 -0.13 0.23 -0.08 0.389
H -6.826 1.009 -2.618 0.28 -0.29 0.18 0.363
H -6.486 2.633 -2.947 0.46 0.29 0.13 0.375
H -4.450 0.715 -1.601 -0.21 0.13 0.18 0.055
H -4.018 2.278 -2.215 -0.21 0.16 0.04 0.239
H -4.314 1.513 -4.489 0.04 -0.01 0.00 0.225
H -4.979 -0.005 -3.997 0.07 -0.16 0.24 0.391
H -2.897 -0.543 -2.796 0.53 0.13 0.19 0.623
H -2.112 0.984 -3.383 0.13 -0.12 0.13 -0.077
H -3.974 -1.516 -5.978 0.13 0.40 0.02 0.322
H -4.077 -1.918 -4.328 0.45 0.02 0.42 0.460
H -2.739 -3.324 -6.431 0.14 -0.18 0.03 0.326
H -2.745 -3.707 -4.718 0.66 -0.29 -0.05 0.316
H -0.712 -2.177 -6.426 0.12 -0.34 -0.07 0.423
H -0.305 -3.184 -5.034 0.04 0.10 0.12 0.239
H -0.321 -0.417 -4.634 0.00 -0.03 -0.83 0.288
H -1.024 -1.465 -3.537 -0.51 -0.01 0.03 0.357
H -3.409 0.626 -6.251 0.02 0.02 -0.10 0.550
H -2.117 -0.442 -6.837 -0.03 0.31 -0.31 0.685
H -0.423 1.246 -6.376 -0.12 -0.49 -0.01 0.474
H -1.255 1.845 -4.994 -0.28 -0.24 0.14 -0.221
H -2.195 2.279 -7.857 0.12 0.18 -0.08 0.387
H -1.380 3.525 -6.860 0.56 -0.37 -0.16 0.406
H -2.907 2.979 -6.402 -0.15 -0.30 -0.13 0.377
C 3.105 4.318 3.825 -0.20 -0.04 0.36 -1.002
C 3.254 2.838 3.883 0.02 -0.49 0.06 0.744
O 3.473 2.159 4.825 0.06 0.10 0.06 -0.419
N 3.041 2.093 2.576 1.12 0.22 -1.06 0.343
H 2.043 1.900 2.314 -1.16 -0.36 -0.13 0.246
H 3.378 2.640 1.782 -0.15 0.43 0.24 0.352
C 3.777 0.792 2.447 -1.34 -0.24 0.63 -0.969
H 2.074 4.512 4.140 -0.03 0.16 -0.26 0.321
H 3.310 4.760 2.853 -0.09 -0.09 -0.03 0.139
H 3.730 4.777 4.588 0.13 -0.11 -0.02 0.445
H 3.523 0.422 1.455 0.48 0.12 -0.17 0.098
H 3.280 0.109 3.133 0.37 -0.01 0.23 0.455
H 4.824 0.921 2.693 0.07 -0.08 -0.21 0.496
C 0.168 0.569 0.681 1.39 -2.10 0.74 1.138
O 1.278 0.140 -0.217 -0.53 0.66 -0.81 0.255
O 0.574 1.361 1.616 0.14 1.22 0.41 -1.319
C -1.113 0.948 -0.062 0.09 0.30 -0.99 0.600
F -0.999 2.080 -0.791 -0.14 0.14 0.25 -0.128
F -1.475 -0.014 -0.968 0.30 -0.11 0.19 -0.288
F -2.157 1.072 0.750 0.09 0.14 0.27 -0.220
C 1.676 1.016 -1.246 1.12 -0.50 -0.53 1.063
C 2.920 0.420 -1.905 -0.39 0.37 0.20 -1.291
H 2.774 -0.631 -2.148 0.05 0.02 -0.12 -0.097
H 3.104 1.004 -2.808 0.30 -0.22 -0.08 0.527
H 3.763 0.535 -1.221 0.14 -0.20 -0.16 0.309
H 2.033 2.004 -0.922 -0.71 0.14 0.42 -0.299
H 0.918 1.135 -2.026 -0.25 0.05 0.24 -0.614
H -0.034 -0.491 0.982 -0.59 0.16 0.52 -0.890
```
Forces are in eV/Å.

Output
- molar mass (Da) = 898.5
- charge = +4
- LUMO level (eV) = -7.49
- E_HOMO (Eh) = -0.5974
- frontier orbital gap (hartree) = 0.3220
- total energy (eV) = -76382.25996
- largest force on an atom (eV/A) = 3.6